The following is a DFT calculation (ωB97M-V with the def2-TZVPD basis set) of a structure of composition C9H11NO3 in a non-equilibrium geometry.

Computed properties:
HOMO	-0.309	Eh
LUMO level	0.0143	Ha
gap between HOMO and LUMO	0.324	hartree
relative energy (zero: lowest compared OMol25 entry of this formula, charge and spin)	168.3	kcal/mol

XYZ file:
```
24
Properties=species:S:1:pos:R:3:nbo_charge:R:1
C -0.6074 2.7959 -2.8675 -0.32
C -0.1934 1.0523 -1.1642 0.28
C 0.8076 0.7022 -0.2392 -0.26
C 0.5198 -0.3629 0.6663 0.15
C 2.1321 -1.4943 2.2127 0.70
C 1.0807 -2.7005 2.3280 -0.71
C -0.6560 -1.0710 0.8362 -0.29
C -1.6994 -0.5498 -0.0866 -0.23
C -1.4199 0.4209 -1.1374 0.21
H -1.1110 3.8320 -2.1289 0.17
H -1.7748 2.1377 -3.3123 0.26
H 0.2265 3.2404 -3.7849 0.21
H 1.8505 0.8509 -0.3378 0.24
H 2.2265 0.6384 1.9270 0.43
H 0.8095 -3.0046 1.2235 0.24
H 0.3423 -2.2533 2.7950 0.20
H 1.6344 -3.4245 3.0421 0.25
H -1.2613 -1.6354 1.6499 0.26
H -2.6118 -1.0019 0.2636 0.22
H -3.1950 0.7999 -2.0024 0.50
N 1.6415 -0.3704 1.5911 -0.66
O 0.2932 2.0198 -2.0582 -0.53
O 3.2293 -1.5770 2.6826 -0.60
O -2.2642 0.9555 -2.0985 -0.70
```

---

The following is a DFT calculation (ωB97M-V with the def2-TZVPD basis set) of a cluster of 2 separate species, C9H11NO3S in total in a non-equilibrium geometry.

Computed properties:
HOMO (alpha / beta)	-0.286 / -0.339	Eh
LUMO level (alpha / beta)	0.0218 / -0.0898	Ha
multiplicity	3
gap between HOMO and LUMO (alpha / beta)	0.308 / 0.249	hartree
relative energy (zero: lowest compared OMol25 entry of this formula, charge and spin)	35.4	kcal/mol

XYZ file:
```
25
Properties=species:S:1:pos:R:3:lowdin_spin:R:1
C 1.4142 -0.7471 -3.6567 0.00
C 0.1540 -1.3506 -3.6408 0.00
C 1.7644 0.1520 -2.6326 0.00
C -0.6980 -1.1038 -2.6010 0.00
C 0.8627 0.4764 -1.6799 0.00
C -0.3745 -0.2154 -1.5865 0.01
C 0.1970 -0.7254 3.6120 0.04
C -1.1719 0.1468 -0.3599 0.02
C -0.0055 0.0198 2.3616 0.38
N 0.2858 1.4145 2.3209 0.08
O 0.4861 1.8685 1.1938 0.13
O 0.5684 2.0049 3.3675 0.11
O -2.2197 1.5899 2.3361 0.97
S -0.6932 -0.9039 1.0951 0.21
H 2.0209 -0.8321 -4.5189 0.00
H -0.0862 -2.1309 -4.4283 0.00
H 2.7775 0.3719 -2.6689 0.00
H -1.5624 -1.8061 -2.4362 0.00
H 1.3607 0.9851 -0.8372 0.00
H 0.3155 -1.7657 3.3565 0.00
H 0.8384 -0.2259 4.3266 0.00
H -0.7749 -0.5771 4.1404 0.02
H -0.9091 1.1487 -0.1278 0.00
H -2.2589 0.1513 -0.2022 0.01
H -2.2912 2.0542 3.2661 0.01
```

---

The following is a DFT calculation (ωB97M-V with the def2-TZVPD basis set) of the molecule C9H11NO5 in a non-equilibrium geometry.

Computed properties:
HOMO	-0.367	Eh
LUMO level	0.0115	Ha
gap between HOMO and LUMO	0.378	hartree
relative energy (zero: lowest compared OMol25 entry of this formula, charge and spin)	25.5	kcal/mol
SMILES	C[C@@]12OC(=O)C[C@@H]1C(=O)N[C@]2(C=O)CO

XYZ file:
```
26
Properties=species:S:1:pos:R:3:nbo_charge:R:1
C -1.7758 0.9909 0.6190 0.68
C -1.2867 0.4354 -2.2166 0.79
C 0.9401 -0.4937 1.8484 0.41
C -2.2898 -0.3967 -1.4125 -0.55
C -1.5803 -0.4400 -0.0886 -0.32
C 0.5562 0.5599 0.7891 -0.02
C -0.0565 -0.3599 -0.3786 0.31
C 0.6278 -1.6682 -0.6223 -0.66
C 1.8179 1.3498 0.2491 -0.07
N -0.6066 1.3060 1.2046 -0.63
O -2.8199 1.5427 0.8135 -0.58
O -1.4297 0.9375 -3.2798 -0.53
O 2.0632 -0.9139 1.9097 -0.52
O -0.0681 0.4428 -1.5831 -0.52
O 2.0052 2.4553 1.0790 -0.73
H 0.2671 -0.9020 2.6386 0.14
H -3.2635 0.1032 -1.1628 0.27
H -2.4421 -1.4216 -1.6923 0.24
H -1.8932 -1.2737 0.6154 0.24
H 1.7132 -1.5452 -0.8431 0.24
H 0.2787 -2.0551 -1.5766 0.23
H 0.3620 -2.3255 0.1378 0.22
H 1.6187 1.7874 -0.7215 0.21
H 2.7702 0.7516 0.3450 0.21
H -0.5782 1.9651 2.0374 0.44
H 2.8100 2.3385 1.6034 0.48
```

---

| no. | M (g mol⁻¹) |
| --- | --- |
| 1 | 181.2 |
| 2 | 213.3 |
| 3 | 213.2 |